# 1
Computed, not measured: the molecule C19H14BF4N3O4S at a distorted geometry, with ωB97M-V/def2-TZVPD.

Positions of all 46 atoms, in Å:
O: 0.7168 3.1559 2.1669
C: 0.7912 2.1530 1.4943
N: 1.9669 1.7809 0.8305
C: 3.2468 2.3212 0.8845
C: 4.3714 1.8169 0.3171
C: 5.6220 2.3308 0.6074
C: 5.7590 3.4966 1.3563
F: 6.9402 4.1509 1.3481
C: 4.5954 4.0142 1.8915
C: 3.4064 3.3979 1.7720
C: -0.3980 1.3358 1.6223
C: -1.6261 1.8694 1.3976
N: -2.6538 1.0454 1.2013
C: -2.4316 -0.2295 1.6291
S: -3.9824 -1.1870 1.5609
C: -4.1783 -0.8236 -0.1582
C: -2.9788 -1.3685 -1.0195
C: -1.8592 -0.5353 -1.3471
C: -0.6130 -1.1056 -1.8184
O: 0.4090 -0.2109 -1.9381
C: 1.7565 -0.7278 -1.6954
F: 1.6578 -1.2922 -0.4579
F: 2.1251 -1.6287 -2.6304
F: 2.6180 0.2752 -1.5683
C: -0.6257 -2.4474 -1.9567
C: -1.7305 -3.2724 -1.8057
C: -2.9788 -2.7430 -1.3707
B: -4.1744 -3.7552 -1.4360
O: -5.4749 -3.3270 -1.8359
O: -3.9662 -5.1220 -1.0952
N: -1.3354 -0.8084 1.9795
C: -0.2906 -0.0561 1.8888
H: 1.9463 0.8680 0.3239
H: 4.3127 0.9245 -0.2642
H: 6.4706 1.9623 0.0789
H: 4.7106 4.9099 2.5186
H: 2.4821 3.7721 2.2356
H: -1.8188 2.9131 1.3696
H: -4.1818 0.2596 -0.3715
H: -5.1471 -1.1496 -0.5335
H: -2.0164 0.5464 -1.3142
H: 0.2967 -2.9045 -2.2171
H: -1.6640 -4.2362 -2.2713
H: -6.1803 -3.9394 -2.0736
H: -4.5791 -5.8741 -1.1736
H: 0.6835 -0.5555 1.8776

Summary:
**Multiplicity**: 1
**Calculated total energy**: -54973.1891 eV
**Energy above the lowest of the compared OMol25 structures with the same formula, charge and spin**: 29.9 kcal per mole
**LUMO**: -0.02 eV
**Frontier orbital gap**: 8.556 eV
**SMILES**: O=C(Nc1ccc(F)cc1)c1cnc(SCc2cc(OC(F)(F)F)ccc2B(O)O)nc1
**Maximum force**: 4.74 eV Å⁻¹
**HOMO**: -0.315 Eh

Atomic partial charges in e from the natural (NBO) method, atoms 1 to 5: -0.592 0.667 -0.601 0.137 -0.235

***

# 2
Computed, not measured: the molecule C2HNO at a distorted geometry, with ωB97M-V/def2-TZVPD.

Positions of all 5 atoms, in Å:
O: -1.2635 -0.3653 -0.0254
C: -0.2164 0.3876 0.1950
C: 1.0646 -0.1317 -0.0988
N: 2.2050 -0.2812 -0.2668
H: -1.7897 0.3906 0.1959

Summary:
**Multiplicity**: 1
**Calculated total energy**: -5623.9355 eV
**Energy above the lowest of the compared OMol25 structures with the same formula, charge and spin**: 61.0 kcal per mole
**LUMO**: -1.22 eV
**Frontier orbital gap**: 8.683 eV
**Maximum force**: 2.59 eV Å⁻¹
**HOMO**: -0.364 Eh

The natural (NBO) scheme yields these atomic charges, measured in e: -0.566 0.174 0.077 -0.210 0.525

***

# 3
Computed, not measured: the ion F2H4N2P with charge +1 at a distorted geometry, with ωB97M-V/def2-TZVPD.

Positions of all 9 atoms, in Å:
N: -0.4743 -1.4500 -0.2110
N: 0.7843 1.4349 0.3381
F: 1.7275 -0.4411 -1.3469
F: 1.8205 -0.5548 1.1585
P: 0.8894 -0.1431 0.0100
H: -1.3956 -1.0507 -0.4891
H: -0.6770 -1.9025 0.6678
H: 0.3610 2.1638 -0.3062
H: 1.0138 1.5284 1.3219

Summary:
**Multiplicity**: 3
**Calculated total energy**: -17758.2904 eV
**Energy above the lowest of the compared OMol25 structures with the same formula, charge and spin**: 17.5 kcal per mole
**LUMO (spin up / spin down)**: -3.62 / -9.43 eV
**⟨S²⟩**: 2.009
**Frontier orbital gap (spin up / spin down)**: 7.923 / 7.395 eV
**Maximum force**: 4.76 eV Å⁻¹
**Net charge**: +1
**HOMO (spin up / spin down)**: -0.424 / -0.618 Eh

Atomic partial charges in e from the natural (NBO) method, atoms 1 to 5: -0.512 -1.149 -0.521 -0.512 1.996

***

# 4
Computed, not measured: a cluster of 2 separate species, C5H8N2O in total at a distorted geometry, with ωB97M-V/def2-TZVPD.

Positions of all 16 atoms, in Å:
C: 0.4292 2.0979 0.2593
C: -0.1593 0.8034 -0.4465
C: -2.0951 -0.3000 -0.4831
C: 1.5016 -1.0297 0.3675
C: 0.3380 -1.7316 -0.0755
H: 0.6853 1.7615 1.2486
H: -0.5849 2.7409 0.6145
H: 1.2971 2.5241 -0.3080
H: -2.0091 -0.9985 -1.9231
H: 1.5141 -0.7445 1.4597
H: 2.5430 -1.2490 -0.0844
H: -0.5306 -1.5979 0.5642
H: 0.4592 -2.2060 -0.9474
N: -1.4247 0.7974 -0.4626
N: 0.7157 -0.2259 -0.5489
O: -2.6795 -0.6422 0.7658

Summary:
**Multiplicity**: 1
**Calculated total energy**: -10335.4226 eV
**Energy above the lowest of the compared OMol25 structures with the same formula, charge and spin**: 168.4 kcal per mole
**LUMO**: 0.25 eV
**Frontier orbital gap**: 9.785 eV
**Maximum force**: 8.70 eV Å⁻¹
**HOMO**: -0.350 Eh

Atomic partial charges in e from the natural (NBO) method, atoms 1 to 5: -0.663 0.510 0.558 -0.226 -0.250

***

# 5
Computed, not measured: a cluster of 2 separate species, C16H33N5O9 in total at a distorted geometry, with ωB97M-V/def2-TZVPD.

Positions of all 63 atoms, in Å:
C: -1.2550 -0.5722 -0.4463
N: -0.1024 -1.3599 -0.0072
N: 0.9797 -0.6858 0.6436
O: 1.5708 0.3106 -0.1673
C: -0.0554 -2.7279 -0.2727
O: -0.9415 -3.2705 -0.9183
N: 1.0273 -3.4570 0.1764
C: 1.1391 -4.9277 0.1422
C: 1.3613 -5.4235 -1.2965
O: 2.5972 -4.8970 -1.8046
C: 1.3954 -6.9543 -1.3363
O: 1.5394 -7.3356 -2.7093
C: 0.1044 -7.5085 -0.7098
C: 0.0644 -9.0423 -0.7607
O: 1.1622 -9.6359 -0.0502
O: -0.0025 -7.0600 0.6561
C: -0.0774 -5.6393 0.7761
O: -0.0815 -5.4410 2.1789
H: -1.2095 -0.4059 -1.5271
H: -2.1917 -1.0878 -0.2080
H: -1.2748 0.3988 0.0539
H: 0.6970 -0.3101 1.5588
H: 1.9012 -0.0616 -1.0064
H: 1.6002 -2.9580 0.8499
H: 2.0146 -5.2228 0.7299
H: 0.5343 -5.0847 -1.9310
H: 2.5842 -3.9261 -1.7269
H: 2.2536 -7.3164 -0.7582
H: 2.2591 -6.7953 -3.0882
H: -0.7511 -7.1318 -1.2810
H: -0.8802 -9.3849 -0.3262
H: 0.0891 -9.3683 -1.8057
H: 1.1257 -10.6051 -0.1076
H: -1.0104 -5.2788 0.3271
H: -0.4316 -6.2582 2.5716
C: 0.0962 8.2025 3.2905
N: -0.3036 7.5166 2.0624
C: -0.1809 6.1980 1.8569
O: 0.3004 5.4702 2.7162
C: -0.5894 5.6560 0.4690
N: -0.3381 6.6677 -0.5831
C: -1.2114 7.4933 -1.1591
C: -2.6774 7.4359 -0.7811
O: -0.8300 8.3141 -1.9752
C: 0.0686 4.2932 0.1259
C: -0.6011 3.1377 0.8847
C: -0.0241 3.9320 -1.3676
H: -0.0670 9.2766 3.1951
H: 1.1544 8.0176 3.4862
H: -0.4838 7.8228 4.1337
H: -0.6514 8.0757 1.2998
H: -1.6597 5.4699 0.5231
H: 0.6118 6.7683 -0.9094
H: -3.0842 6.4700 -1.0736
H: -3.2078 8.2243 -1.3144
H: -2.7924 7.5853 0.2902
H: 1.1253 4.3292 0.3924
H: -0.5819 3.3113 1.9587
H: -0.0515 2.2192 0.6920
H: -1.6359 3.0202 0.5631
H: 0.5623 4.6289 -1.9657
H: -1.0625 3.9560 -1.6983
H: 0.3799 2.9324 -1.5318

Summary:
**Multiplicity**: 1
**Calculated total energy**: -43003.9705 eV
**LUMO**: 0.32 eV
**Frontier orbital gap**: 9.803 eV
**SMILES**: CN(NO)C(=O)N[C@@H]1[C@@H](O)[C@H](O)[C@@H](CO)O[C@H]1O.CNC(=O)[C@@H](NC(C)=O)C(C)C
**Maximum force**: 2.91 eV Å⁻¹
**HOMO**: -0.348 Eh

Atomic partial charges in e from the natural (NBO) method, atoms 1 to 5: -0.427 -0.332 -0.206 -0.587 0.787

***

# 6
Computed, not measured: a cluster of 3 separate species, C5H8O in total at a distorted geometry, with ωB97M-V/def2-TZVPD.

Positions of all 14 atoms, in Å:
O: -2.0298 1.1831 -1.8723
C: -2.0203 1.0369 -0.7466
C: 0.3865 0.9806 0.1834
C: 0.9979 0.0808 -0.8692
C: 0.9834 -1.0246 0.2326
C: 0.4008 0.0411 1.1339
H: -2.1121 -0.5045 0.7331
H: 0.1688 2.0433 0.1955
H: 0.4250 -0.1414 -1.7784
H: 2.0020 0.4040 -1.1557
H: 0.3654 -1.9029 0.0063
H: 1.9743 -1.3635 0.5467
H: -1.5313 -0.7224 1.1458
H: 0.1853 0.0582 2.1978

Summary:
**Multiplicity**: 1
**Calculated total energy**: -7358.7377 eV
**Energy above the lowest of the compared OMol25 structures with the same formula, charge and spin**: 81.1 kcal per mole
**LUMO**: 1.12 eV
**Frontier orbital gap**: 10.433 eV
**Maximum force**: 1.63 eV Å⁻¹
**HOMO**: -0.342 Eh

Atomic partial charges in e from the natural (NBO) method, atoms 1 to 5: -0.516 0.525 -0.215 -0.426 -0.425

***

# 7
Computed, not measured: a structure of composition C35H28CaN4O10S, with ωB97M-V/def2-TZVPD.

Positions of all 79 atoms, in Å:
Ca: 0.3319 0.0576 -0.5958
O: -1.4767 1.2154 2.4457
C: -2.2364 0.0580 2.7321
C: -1.7398 -1.1681 1.8980
O: -2.3298 -2.2332 2.0534
O: -0.7993 -0.9246 1.0850
C: -2.1199 -0.2860 4.2183
C: -2.9007 -1.2928 4.7845
C: -2.7834 -1.6005 6.1276
C: -1.8791 -0.9100 6.9291
C: -1.1007 0.0880 6.3699
C: -1.2211 0.4004 5.0198
C: -3.6779 0.3857 2.3429
C: -4.5486 1.0032 3.2294
C: -5.8200 1.3912 2.8261
C: -6.2371 1.1629 1.5255
C: -5.3695 0.5518 0.6294
C: -4.1024 0.1684 1.0346
H: -0.7209 0.9024 1.9189
H: -3.5823 -1.8413 4.1512
H: -3.3923 -2.3900 6.5521
H: -1.7827 -1.1561 7.9803
H: -0.3872 0.6298 6.9801
H: -0.6149 1.1778 4.5772
H: -4.2297 1.1866 4.2475
H: -6.4796 1.8727 3.5388
H: -7.2289 1.4615 1.2077
H: -5.6754 0.3716 -0.3940
H: -3.4322 -0.2978 0.3258
O: 2.7389 3.2681 1.1379
C: 2.3313 2.4198 0.3437
O: 1.5649 1.4461 0.6145
C: 2.8276 2.5384 -1.1087
C: 4.0765 3.0884 -1.2678
C: 4.6343 3.2606 -2.5374
C: 3.9378 2.9301 -3.6793
C: 2.6605 2.4305 -3.5294
C: 2.0353 2.1621 -2.2685
O: 0.8809 1.6694 -2.1718
N: 1.9596 2.1374 -4.7909
O: 2.6397 1.8156 -5.7553
O: 0.7510 2.2710 -4.8352
N: 5.9692 3.8283 -2.6747
O: 6.3938 4.0502 -3.8024
O: 6.6005 4.0791 -1.6599
H: 4.6114 3.3978 -0.3817
H: 4.3714 3.0653 -4.6572
S: 2.1804 -3.6375 -3.3563
C: 3.3635 -3.4917 -2.1345
C: 3.0468 -2.4978 -1.2554
C: 1.8213 -1.7873 -1.5058
C: 1.2644 -2.3391 -2.6377
C: 0.0386 -1.8982 -3.3280
C: -0.2820 -2.3454 -4.6174
C: -1.4143 -1.8764 -5.2456
C: -2.2250 -0.9576 -4.5927
C: -1.8425 -0.5662 -3.3212
N: -0.7637 -1.0243 -2.7007
H: 4.2255 -4.1404 -2.1211
H: 3.6949 -2.2665 -0.4181
H: 0.3726 -3.0380 -5.1287
H: -1.6533 -2.2139 -6.2478
H: -3.1129 -0.5429 -5.0484
H: -2.4218 0.1576 -2.7592
C: -2.5476 5.1035 -0.7275
C: -1.2942 4.3584 -1.1985
C: -0.0859 4.7389 -0.3342
C: -1.0059 4.6316 -2.6751
C: -1.5398 2.9142 -1.0304
N: -1.7431 1.8041 -0.8318
H: -2.3913 6.1750 -0.8632
H: -2.7427 4.9071 0.3263
H: -3.4231 4.8029 -1.3042
H: 0.1177 5.8032 -0.4696
H: 0.7952 4.1803 -0.6251
H: -0.2693 4.5405 0.7216
H: -0.7232 5.6802 -2.7875
H: -1.8881 4.4414 -3.2896
H: -0.2006 3.9973 -3.0391

Summary:
**Multiplicity**: 1
**Calculated total energy**: -92460.9779 eV
**Energy above the lowest of the compared OMol25 structures with the same formula, charge and spin**: 0.0 kcal per mole
**LUMO**: 4.17 eV
**Frontier orbital gap**: 7.307 eV
**Maximum force**: 0.79 eV Å⁻¹
**Net charge**: -2
**HOMO**: -0.115 Eh

Atomic partial charges in e from the Löwdin method, atoms 1 to 5: 1.342 -0.004 -0.337 -0.613 0.038

***

> What is the formula in the fifth record?

C16H33N5O9